[1]
{
  "formula": "C63H118O9S3",
  "method": "the ωB97M-V functional and the def2-TZVPD basis",
  "symbols": ["C", "C", "O", "S", "C", "O", "O", "H", "H", "H", "H", "H", "H", "H", "H", "C", "C", "O", "S", "C", "O", "O", "H", "H", "H", "H", "H", "H", "H", "H", "C", "C", "O", "S", "C", "O", "O", "H", "H", "H", "H", "H", "H", "H", "H", "C", "C", "C", "C", "C", "C", "H", "H", "H", "H", "H", "H", "C", "C", "C", "C", "C", "C", "H", "H", "H", "H", "H", "H", "C", "C", "C", "C", "C", "C", "H", "H", "H", "H", "H", "H", "C", "C", "C", "C", "C", "C", "H", "H", "H", "H", "H", "H", "C", "C", "C", "C", "C", "C", "H", "H", "H", "H", "H", "H", "H", "H", "H", "H", "H", "H", "H", "H", "C", "C", "C", "C", "C", "C", "H", "H", "H", "H", "H", "H", "H", "H", "H", "H", "H", "H", "H", "H", "C", "C", "C", "C", "C", "C", "H", "H", "H", "H", "H", "H", "H", "H", "H", "H", "H", "H", "H", "H", "C", "C", "C", "C", "C", "C", "H", "H", "H", "H", "H", "H", "H", "H", "H", "H", "H", "H", "H", "H", "C", "C", "C", "C", "C", "C", "H", "H", "H", "H", "H", "H", "H", "H", "H", "H", "H", "H", "H", "H"],
  "xyz": [[0.215, 3.420, -5.598], [0.754, 3.725, -4.208], [1.050, 5.120, -4.102], [1.575, 5.631, -2.648], [-0.034, 6.207, -2.024], [2.028, 4.486, -1.905], [2.464, 6.725, -2.864], [0.219, 2.352, -5.805], [0.905, 3.845, -6.336], [-0.743, 3.906, -5.771], [-0.066, 3.475, -3.529], [1.624, 3.114, -3.992], [0.128, 6.737, -1.081], [-0.635, 5.336, -1.793], [-0.502, 6.942, -2.672], [-5.887, 6.441, -1.198], [-4.772, 5.550, -0.643], [-3.678, 5.418, -1.537], [-3.399, 3.987, -2.278], [-4.856, 3.742, -3.333], [-2.255, 4.219, -3.133], [-3.439, 3.043, -1.193], [-6.394, 5.989, -2.051], [-5.503, 7.408, -1.525], [-6.544, 6.681, -0.361], [-4.443, 6.124, 0.228], [-5.071, 4.568, -0.273], [-4.727, 4.441, -4.155], [-5.719, 3.917, -2.702], [-4.676, 2.725, -3.680], [1.893, 4.378, 3.157], [3.337, 4.231, 2.729], [3.648, 2.852, 2.566], [5.005, 2.474, 1.783], [4.494, 2.784, 0.104], [6.068, 3.370, 2.170], [5.154, 1.050, 1.964], [1.713, 3.922, 4.130], [1.175, 4.184, 2.363], [1.736, 5.444, 3.368], [3.491, 4.799, 1.806], [3.980, 4.702, 3.475], [3.661, 2.156, -0.203], [5.331, 2.446, -0.508], [4.295, 3.836, -0.081], [2.563, -0.410, 6.315], [1.192, -0.677, 6.297], [0.474, -0.442, 5.138], [1.120, -0.108, 3.944], [2.493, 0.101, 3.954], [3.212, -0.109, 5.125], [3.162, -0.594, 7.197], [0.655, -1.027, 7.169], [-0.570, -0.731, 5.102], [0.545, 0.136, 3.060], [2.897, 0.447, 3.013], [4.284, 0.035, 5.190], [3.817, 1.350, -2.744], [5.190, 1.278, -3.012], [5.933, 0.197, -2.549], [5.362, -0.743, -1.708], [4.001, -0.664, -1.436], [3.238, 0.335, -2.021], [3.263, 2.146, -3.218], [5.691, 1.872, -3.767], [6.970, 0.183, -2.864], [5.950, -1.567, -1.322], [3.650, -1.357, -0.680], [2.180, 0.319, -1.783], [2.898, -4.181, -0.670], [2.333, -5.004, 0.308], [2.936, -6.184, 0.698], [4.143, -6.547, 0.105], [4.722, -5.724, -0.842], [4.081, -4.579, -1.281], [2.420, -3.275, -1.018], [1.468, -4.654, 0.862], [2.528, -6.822, 1.471], [4.702, -7.428, 0.394], [5.585, -6.140, -1.352], [4.433, -3.938, -2.081], [0.316, -0.828, -0.303], [0.964, -0.085, 0.687], [0.859, 1.297, 0.703], [0.137, 1.954, -0.291], [-0.546, 1.214, -1.233], [-0.455, -0.177, -1.255], [0.469, -1.899, -0.335], [1.581, -0.528, 1.460], [1.273, 1.900, 1.504], [-0.006, 3.025, -0.255], [-1.183, 1.696, -1.962], [-0.972, -0.758, -2.009], [1.123, -2.099, -4.661], [0.706, -3.530, -5.017], [0.090, -4.301, -3.844], [-0.904, -5.403, -4.187], [-2.101, -4.898, -4.976], [-3.127, -6.021, -5.203], [0.268, -1.436, -4.521], [1.651, -1.665, -5.516], [1.848, -2.106, -3.845], [0.034, -3.425, -5.872], [1.574, -4.070, -5.403], [-0.463, -3.585, -3.221], [0.903, -4.654, -3.203], [-0.421, -6.214, -4.744], [-1.243, -5.892, -3.268], [-2.478, -3.984, -4.504], [-1.794, -4.541, -5.963], [-2.619, -6.978, -5.292], [-3.855, -6.018, -4.390], [-3.687, -5.848, -6.124], [8.723, -2.771, 2.241], [7.428, -3.201, 1.581], [6.193, -2.555, 2.153], [4.912, -3.253, 1.710], [3.642, -2.663, 2.366], [3.354, -3.173, 3.790], [8.646, -2.794, 3.332], [8.979, -1.735, 2.007], [9.529, -3.451, 1.962], [7.468, -3.043, 0.496], [7.372, -4.295, 1.648], [6.151, -1.504, 1.844], [6.285, -2.489, 3.243], [4.809, -3.162, 0.624], [4.831, -4.324, 1.925], [3.807, -1.580, 2.401], [2.782, -2.776, 1.701], [4.107, -2.884, 4.520], [2.378, -2.821, 4.125], [3.289, -4.260, 3.686], [-2.235, -1.956, 1.383], [-3.143, -2.682, 2.367], [-3.264, -1.964, 3.699], [-4.251, -2.703, 4.642], [-4.606, -1.943, 5.913], [-3.442, -1.663, 6.900], [-2.407, -0.884, 1.287], [-2.190, -2.501, 0.438], [-1.205, -2.043, 1.753], [-4.099, -2.820, 1.852], [-2.748, -3.682, 2.566], [-3.600, -0.927, 3.600], [-2.287, -1.899, 4.187], [-5.155, -2.878, 4.053], [-3.859, -3.695, 4.882], [-5.221, -1.063, 5.724], [-5.225, -2.649, 6.480], [-3.759, -1.819, 7.924], [-2.622, -2.313, 6.591], [-3.120, -0.630, 6.752], [-1.693, 5.900, 3.194], [-2.668, 4.844, 2.683], [-1.990, 3.594, 2.100], [-3.021, 2.487, 1.891], [-3.469, 1.761, 3.155], [-2.396, 0.873, 3.796], [-2.292, 6.727, 3.581], [-1.061, 6.276, 2.381], [-0.984, 5.623, 3.975], [-3.303, 4.584, 3.534], [-3.289, 5.266, 1.893], [-1.154, 3.290, 2.729], [-1.611, 3.909, 1.123], [-3.898, 2.848, 1.336], [-2.715, 1.749, 1.136], [-3.775, 2.506, 3.897], [-4.391, 1.215, 2.942], [-2.853, 0.556, 4.740], [-2.053, 0.033, 3.196], [-1.530, 1.446, 4.132], [-6.239, -2.990, -2.181], [-6.413, -1.459, -2.243], [-5.887, -0.848, -3.551], [-4.374, -0.627, -3.469], [-3.810, 0.032, -4.724], [-2.470, 0.717, -4.488], [-5.909, -3.188, -1.159], [-5.452, -3.325, -2.860], [-7.129, -3.573, -2.401], [-7.483, -1.273, -2.124], [-5.888, -0.963, -1.426], [-6.384, 0.110, -3.733], [-6.124, -1.514, -4.385], [-4.154, 0.011, -2.606], [-3.911, -1.595, -3.256], [-3.725, -0.678, -5.550], [-4.497, 0.811, -5.071], [-2.441, 1.238, -3.524], [-1.611, 0.047, -4.396], [-2.257, 1.485, -5.233]],
  "mulliken_charge": [-1.654, 1.941, -0.406, 1.070, -0.524, -0.378, -0.690, 0.361, 0.453, 0.318, -0.243, -0.578, 0.445, -0.273, 0.392, -1.366, -0.222, -0.308, 1.292, -0.597, -0.655, -0.508, 0.312, 0.316, 0.405, 0.232, 0.455, 0.386, 0.357, -0.209, -0.993, -0.496, -0.258, 1.095, -0.793, -0.706, -0.380, 0.361, 0.093, 0.503, 0.413, 0.294, -0.143, 0.448, 0.472, -0.652, -0.786, 0.252, 0.789, 0.149, -0.811, 0.336, 0.460, 0.089, -0.589, 0.152, 0.466, -0.144, -0.980, -0.628, -0.868, 0.372, 0.254, 0.231, 0.379, 0.398, 0.372, 0.057, 0.401, 0.328, -0.480, -0.596, -0.398, -0.649, -0.768, 0.550, 0.435, 0.395, 0.378, 0.413, 0.551, -0.852, 1.393, 0.234, 0.005, 1.512, -0.113, 0.281, -1.230, -0.245, 0.311, -1.635, 0.265, -0.304, -0.454, 0.389, -1.092, 0.420, -1.358, -0.357, 0.482, 0.049, 0.237, 0.327, -0.162, 0.114, 0.363, 0.334, -0.134, 0.184, 0.362, 0.297, 0.382, -1.382, -0.255, -0.326, 0.498, 2.153, -1.746, 0.330, 0.300, 0.402, 0.145, 0.399, -0.001, 0.465, -0.781, 0.344, -1.100, -0.565, 0.336, 0.315, 0.461, -0.431, -1.257, 1.209, -1.028, -0.565, -0.944, -0.059, 0.539, 0.013, 0.341, 0.327, -0.117, -0.212, 0.383, 0.395, 0.301, 0.403, 0.412, 0.220, 0.138, -1.382, 0.117, 0.909, 0.124, -1.080, -0.165, 0.438, 0.233, 0.319, 0.347, -0.493, -0.175, -0.031, 0.120, -0.377, 0.286, 0.487, 0.105, -0.526, 0.752, -0.818, -0.471, -0.872, 0.288, -0.993, 0.532, 0.188, 0.116, 0.349, 0.382, 0.228, 0.348, 0.326, -0.096, 0.266, 0.520, 0.331, -0.452, -0.480, 0.342],
  "relative_energy_ev": 0.000,
  "smiles": "CCOS(C)(=O)=O.CCOS(C)(=O)=O.CCOS(C)(=O)=O.c1ccccc1.c1ccccc1.c1ccccc1.c1ccccc1.CCCCCC.CCCCCC.CCCCCC.CCCCCC.CCCCCC"
}

***

[2]
{
  "formula": "C4H6N2O",
  "method": "the ωB97M-V functional and the def2-TZVPD basis",
  "symbols": ["O", "C", "N", "C", "C", "C", "N", "H", "H", "H", "H", "H", "H"],
  "xyz": [[1.155, 2.575, 0.713], [0.557, 1.764, 1.238], [1.577, -0.358, -0.775], [0.389, -1.074, -0.350], [-0.809, -0.198, -0.343], [-1.905, 0.200, 0.507], [-1.033, 1.036, -0.417], [2.405, -0.890, -0.532], [0.503, -1.253, 0.730], [0.197, -2.053, -0.815], [1.595, -0.174, -1.771], [-2.955, 0.169, 0.240], [-1.676, 0.257, 1.577]],
  "mulliken_charge": [-0.195, 0.124, -0.457, -0.562, 0.417, -0.343, -0.518, 0.208, 0.299, 0.356, 0.203, 0.253, 0.216],
  "relative_energy_ev": 3.425
}

***

[3]
{
  "formula": "C29H43N3O7P2Tm",
  "method": "the ωB97M-V functional and the def2-TZVPD basis",
  "symbols": ["Tm", "C", "C", "C", "C", "C", "C", "H", "H", "H", "C", "H", "H", "H", "C", "H", "H", "H", "C", "H", "H", "H", "C", "H", "H", "H", "C", "C", "C", "C", "C", "C", "C", "C", "H", "H", "H", "H", "H", "H", "H", "H", "H", "H", "H", "H", "P", "C", "C", "P", "C", "C", "C", "H", "H", "H", "H", "H", "H", "H", "H", "H", "H", "H", "H", "H", "H", "O", "N", "O", "C", "C", "C", "C", "O", "C", "C", "N", "O", "O", "N", "O", "O", "H", "H"],
  "xyz": [[-0.458, 1.107, 1.942], [0.959, 3.747, 0.012], [-0.148, 3.678, -0.867], [-0.944, 3.430, 1.257], [0.490, 3.533, 1.335], [-1.307, 3.394, -0.113], [2.330, 4.167, -0.358], [2.599, 3.828, -1.366], [3.068, 3.744, 0.332], [2.447, 5.264, -0.339], [1.277, 3.775, 2.570], [2.308, 4.055, 2.308], [1.340, 2.909, 3.250], [0.849, 4.604, 3.162], [-1.880, 3.405, 2.418], [-1.655, 4.232, 3.112], [-1.863, 2.485, 3.073], [-2.918, 3.517, 2.078], [-2.691, 3.292, -0.626], [-3.192, 4.274, -0.624], [-3.298, 2.614, -0.010], [-2.716, 2.906, -1.652], [-0.129, 3.986, -2.316], [-0.615, 4.952, -2.542], [-0.657, 3.217, -2.898], [0.895, 4.050, -2.702], [2.011, -0.477, -0.447], [2.314, 0.488, -1.325], [1.652, 0.818, -2.623], [0.376, 0.038, -2.970], [-0.759, 0.246, -2.035], [-1.037, -0.468, -0.932], [-0.318, -1.700, -0.492], [1.238, -1.739, -0.654], [2.402, 0.707, -3.423], [0.640, -1.025, -3.046], [1.384, 1.885, -2.648], [1.472, -2.230, -1.615], [2.322, -0.344, 0.604], [3.128, 1.177, -1.069], [1.592, -2.443, 0.122], [-0.521, -1.934, 0.564], [-1.980, -0.275, -0.395], [-0.744, -2.568, -1.036], [0.036, 0.347, -3.974], [-1.434, 1.067, -2.311], [0.522, -3.167, -3.626], [1.843, -4.346, -3.150], [0.908, -3.066, -5.422], [-2.504, -3.532, -3.720], [-0.857, -4.383, -3.704], [-2.830, -3.676, -5.541], [-3.464, -5.065, -3.337], [1.632, -4.759, -2.155], [2.811, -3.825, -3.156], [1.834, -5.144, -3.904], [1.113, -4.091, -5.755], [1.807, -2.445, -5.536], [0.070, -2.639, -5.987], [-3.251, -5.833, -4.093], [-4.529, -4.810, -3.370], [-3.195, -5.438, -2.341], [-0.790, -5.055, -2.832], [-0.719, -4.976, -4.623], [-3.878, -3.385, -5.691], [-2.701, -4.722, -5.848], [-2.170, -3.024, -6.125], [1.845, -2.245, 8.616], [1.406, -1.076, 8.588], [1.263, -0.369, 9.611], [1.039, -0.497, 7.318], [1.143, -1.249, 6.123], [0.691, -0.691, 4.911], [0.136, 0.629, 4.968], [-0.287, 1.279, 3.899], [0.082, 1.363, 6.152], [0.545, 0.822, 7.329], [-0.470, 2.741, 5.946], [0.323, 3.698, 5.998], [-1.670, 2.824, 5.617], [0.786, -1.400, 3.653], [1.273, -2.514, 3.583], [0.326, -0.829, 2.492], [1.556, -2.250, 6.136], [0.497, 1.408, 8.248]],
  "mulliken_charge": [0.586, 0.147, 1.081, 0.174, 0.629, 0.350, -2.107, 0.407, 0.498, 0.318, -0.686, 0.455, -0.023, 0.231, -0.749, 0.340, 0.169, 0.411, -1.869, 0.313, 0.356, 0.434, -1.612, 0.369, 0.300, 0.393, -0.584, -0.315, -0.388, 0.547, -0.677, -0.471, -0.252, -0.052, 0.599, -1.797, -0.240, -0.592, 0.441, 0.445, 0.591, 0.140, 1.040, 0.201, 0.791, 0.337, 0.980, -1.535, -1.336, 0.355, -1.288, -1.190, -1.215, 0.367, 0.376, 0.485, 0.434, 0.391, 0.257, 0.335, 0.399, 0.355, 0.571, 0.590, 0.414, 0.356, 0.279, -0.557, 0.954, -0.561, -0.571, -0.570, -0.431, 1.260, -0.175, -0.295, 0.025, 0.931, -0.510, -0.541, 0.848, -0.482, -0.592, 0.643, 0.566],
  "multiplicity": 3,
  "energy_ha": -3589.09093,
  "total_charge": 1,
  "s2": 2.003
}